No. 1
DFT (wB97M-V/def2-TZVPD) results for C5H24BFeO5 as an isolated structure in a non-equilibrium geometry.

XYZ file:
```
36
Properties=species:S:1:pos:R:3:forces:R:3
Fe -0.019336 -0.480867 -0.650635 -1.3 1.8 0.0
B -2.077531 -0.516669 -2.119276 -0.9 0.9 0.5
H 0.066017 -1.831108 3.295646 -0.9 2.8 0.6
H -3.691476 0.746937 1.831945 -0.1 0.1 0.1
H -4.151386 0.492866 -1.797023 1.4 -0.7 -0.3
H -0.513473 0.025397 3.677205 0.8 -2.9 -0.6
C 1.593740 2.098608 -1.745463 0.1 1.8 -2.7
O 0.635635 1.127684 -2.101641 -1.0 -0.4 2.0
H 1.616101 2.115552 -0.743549 0.2 0.1 3.4
H 2.588646 1.911539 -2.108611 0.3 -0.3 -0.4
H 1.301515 3.139895 -1.998385 -0.1 -0.8 -0.5
H 0.771980 0.754408 -2.940511 0.5 -0.5 -2.0
C -1.372313 2.604102 -0.244913 -0.1 0.3 -3.8
O -0.988983 1.401735 0.331664 1.0 -1.5 -2.6
H -1.341355 2.419597 -1.370571 0.3 0.3 1.3
H -2.413588 2.769844 -0.142325 -0.9 0.7 0.9
H -0.703307 3.447181 -0.080692 -0.2 0.0 0.6
H -1.122394 1.397002 1.234061 -0.4 0.0 3.1
C 2.214013 0.104413 1.894068 1.8 1.9 1.1
O 1.322117 0.415781 0.877114 0.2 2.8 -2.4
H 2.138042 0.980752 2.570623 0.3 -1.0 0.4
H 1.939192 -0.797618 2.328576 -0.5 -1.4 1.0
H 3.251357 0.061834 1.557212 0.0 -0.2 -0.2
H 1.612788 1.389193 0.657558 -1.4 -2.9 0.3
C -2.807889 -1.780546 0.740954 1.5 0.6 2.8
O -1.438887 -1.751418 0.265918 1.8 -0.2 -0.3
H -3.127295 -2.775163 0.717375 -1.0 -1.3 -0.7
H -2.761214 -1.532314 1.826503 -0.2 0.1 -0.7
H -3.358734 -1.028894 0.240071 -0.6 0.3 -0.8
H -0.874434 -2.425144 0.703703 -1.0 0.2 0.0
C 2.260188 -2.394115 -0.862215 0.9 -0.6 -0.9
O 1.143808 -1.814412 -1.549867 -0.3 -0.1 -0.6
H 1.845952 -3.030880 -0.127406 0.0 -0.3 1.5
H 2.734293 -3.079394 -1.552084 0.5 0.1 -0.2
H 2.991732 -1.642204 -0.544455 -0.6 -0.1 0.1
H 0.736472 -2.523579 -2.070576 0.0 0.3 -0.1
```
Forces are in eV/Å.

Computed properties:
HOMO-LUMO gap (alpha / beta) = 7.75 / 6.86 eV
net charge = +2
electronic energy = -1868.4063 hartree
multiplicity = 6

---

No. 2
DFT (wB97M-V/def2-TZVPD) results for an isolated molecule of C11H15O5P in a non-equilibrium geometry.

XYZ file:
```
32
Properties=species:S:1:pos:R:3:forces:R:3
C 3.156085 -0.715428 2.324672 0.3 0.3 -0.4
C 3.542951 -1.241278 0.942521 -0.2 0.1 0.1
O 2.499630 -2.001205 0.343320 0.3 -0.1 -0.3
C 1.625003 -1.177972 -0.384580 -0.5 -0.2 0.3
C 0.481302 -2.011367 -0.917923 0.4 -0.1 0.0
O -0.427790 -1.129663 -1.595158 -0.1 0.1 0.1
C -1.405811 -0.588667 -0.853899 -0.1 0.2 0.2
C -1.605758 0.743401 -0.750754 0.0 0.1 0.1
P -0.431433 1.878822 -1.602419 0.2 0.0 -0.9
C -1.271673 3.494006 -1.663248 0.0 -0.2 0.6
O 0.675206 2.190902 -0.406460 -0.3 0.0 0.4
C -2.784497 1.215961 0.020977 -0.5 1.1 -0.1
O -3.181345 2.376782 -0.034293 0.2 -1.2 0.3
C -3.535559 0.258211 0.871955 0.2 -0.4 -0.2
C -3.340208 -1.053855 0.761460 0.0 0.7 0.0
C -2.343166 -1.563617 -0.190262 0.1 -1.6 -0.2
O -2.258765 -2.763660 -0.431729 -0.2 1.2 0.2
H 2.085643 -0.788051 2.456832 -0.3 -0.2 0.2
H 3.687074 -1.216500 3.122211 -0.1 -0.3 0.2
H 3.403686 0.339401 2.381163 0.1 0.2 0.2
H 3.779435 -0.395357 0.300466 0.1 0.1 -0.3
H 4.426946 -1.866347 0.966917 0.1 -0.2 0.1
H 1.187733 -0.435168 0.282571 0.0 0.5 0.0
H 2.111340 -0.692300 -1.231314 0.3 0.2 0.0
H 0.019626 -2.562476 -0.110050 -0.2 -0.1 0.1
H 0.837235 -2.715932 -1.655934 0.0 -0.2 -0.2
H -1.697208 3.792886 -0.714755 0.0 0.0 0.1
H -0.526456 4.232139 -1.930087 0.2 0.0 -0.4
H -2.073331 3.449479 -2.389733 -0.1 0.1 -0.3
H 1.544165 2.033770 -0.772766 0.3 -0.1 0.0
H -4.275017 0.679921 1.527560 -0.2 0.2 0.1
H -3.905040 -1.766838 1.332739 -0.1 -0.3 0.0
```
Forces are in eV/Å.

Computed properties:
HOMO-LUMO gap = 7.03 eV
electronic energy = -1145.6494 hartree
SMILES string = CCOCCOC1=C(P(C)O)C(=O)C=CC1=O
multiplicity = 1
ΔE to the lowest compared entry with this formula, charge and spin = 0.00 kcal per mole

---

No. 3
DFT (wB97M-V/def2-TZVPD) results for a 2-piece molecular cluster, C15H25BF7O9S2 overall.

XYZ file:
```
59
Properties=species:S:1:pos:R:3:forces:R:3
C 2.011514 -1.703605 -1.311460 -0.1 0.0 0.0
C 0.597321 -1.191007 -1.572596 0.0 0.0 0.0
O 0.264690 -0.129837 -0.713796 0.1 0.0 0.0
B -0.800063 -0.353062 0.253173 0.0 0.2 -0.2
C -2.249678 -0.533622 -0.444781 -0.1 0.0 0.0
O -0.762237 0.816020 1.207917 0.0 -0.2 0.3
C -0.404032 0.463557 2.499490 -0.1 0.2 -0.3
C 0.654537 1.477471 3.013889 0.0 0.1 0.0
C 0.290375 2.959130 2.846841 0.0 0.0 -0.1
O -0.054147 3.531010 4.118019 -0.1 0.2 -0.1
C -1.720561 0.670491 3.388769 0.0 -0.1 0.2
F -2.368927 1.740520 2.863895 -0.1 0.2 -0.1
F -1.390892 1.045427 4.662555 0.2 -0.1 0.1
C -2.837509 -0.402037 3.591776 0.2 -0.1 -0.1
F -2.958194 -1.190090 2.524622 -0.1 -0.1 -0.1
F -2.546917 -1.160876 4.667733 0.1 0.0 0.2
C -4.250640 0.192632 3.877963 0.2 0.2 -0.1
F -5.042202 -0.768167 4.346257 -0.2 -0.4 0.1
F -4.217418 1.163873 4.789516 0.1 0.1 0.2
F -4.812844 0.672475 2.779736 -0.1 0.1 -0.4
C 0.234692 -1.009118 2.223390 0.2 0.0 0.3
O 1.601934 -0.874741 1.880972 -0.1 0.3 0.0
S 0.307522 -2.372359 3.560284 -0.2 0.2 0.0
C 0.574653 -1.490436 5.090929 0.1 -0.1 0.2
O -0.950589 -3.069301 3.640336 0.2 0.1 0.0
O 1.526569 -3.128584 3.361584 -0.2 0.0 0.0
O -0.451333 -1.502360 1.201490 0.0 -0.2 0.0
H 2.066508 -2.174613 -0.324629 0.0 0.1 -0.1
H 2.304997 -2.430162 -2.078533 0.0 0.1 0.1
H 2.712374 -0.860220 -1.334142 -0.1 -0.1 0.0
H 0.532827 -0.840409 -2.616307 0.0 -0.1 0.1
H -0.111482 -2.027140 -1.469885 0.1 0.1 0.0
H -2.646171 0.470696 -0.652715 0.0 -0.1 0.0
H -2.205136 -1.070590 -1.401591 0.1 0.1 0.1
H -2.978775 -1.055004 0.182274 0.0 0.1 -0.1
H 0.941721 1.312388 4.060814 -0.1 0.0 -0.2
H 1.528661 1.300173 2.388772 -0.1 -0.1 0.0
H 1.158060 3.495822 2.436852 -0.1 -0.1 0.1
H -0.532367 3.061163 2.134350 0.1 0.0 0.0
H -0.496534 4.374121 3.952242 0.1 -0.3 0.0
H 2.140546 -0.704090 2.663952 -0.1 -0.1 0.0
H -0.049675 -0.606348 5.190336 0.0 -0.1 0.0
H 0.325827 -2.216671 5.871737 0.1 0.1 -0.1
H 1.636199 -1.235702 5.146061 -0.2 0.0 0.0
C 2.121125 1.485104 -6.799098 0.0 0.0 0.0
C 0.867059 1.571646 -5.916900 0.0 0.0 0.0
C 0.270875 0.163352 -5.831518 -0.1 0.1 0.0
S 1.655567 -0.973582 -6.011827 -0.1 0.2 0.1
O 1.486411 -1.726760 -7.231346 0.0 0.0 0.0
O 1.895484 -1.636640 -4.761425 0.1 -0.2 -0.1
C 2.905864 0.282322 -6.288148 0.0 0.1 0.0
H 2.715673 2.396743 -6.748324 0.0 0.0 0.0
H 1.837155 1.326053 -7.841984 0.0 0.0 0.0
H 1.144525 1.913208 -4.918142 0.0 0.0 0.0
H 0.139919 2.277655 -6.316064 0.0 0.0 0.0
H -0.205849 -0.048517 -4.876814 0.0 0.0 0.0
H -0.417717 -0.047048 -6.647806 0.0 0.0 0.0
H 3.640105 -0.113815 -6.985642 0.0 0.0 0.0
H 3.370599 0.483460 -5.323052 0.0 0.0 0.0
```
Forces are in eV/Å.

Computed properties:
HOMO-LUMO gap = 7.71 eV
net charge = -1
electronic energy = -2784.1576 hartree
multiplicity = 1
ΔE to the lowest compared entry with this formula, charge and spin = 0.00 kcal per mole